No. 1
Formula: C2O2S
Source: the Open Molecules 2025 dataset
Level of theory: the ωB97M-V functional and the def2-TZVPD basis

Summary:
- Orbital gap: 9.14 eV
- Charge: 0
- Relative energy (zero: lowest compared OMol25 entry of this formula, charge and spin): 71.5 kcal/mol
- Calculated total energy: -624.7786 Eh

Element x y z (Å)
C  0.0251  -0.2503  0.7468
C  -0.2405  -0.3681  -0.9361
O  1.1521  -0.5837  0.9166
O  -0.9211  0.3083  1.0978
S  -0.0156  0.8938  -1.8252

Mulliken charges in e: atom 1 (C): 0.671, atom 2 (C): 0.066, atom 3 (O): -0.412, atom 4 (O): -0.343, atom 5 (S): 0.018

---

No. 2
Formula: C2O4S
Source: the Open Molecules 2025 dataset
Level of theory: the ωB97M-V functional and the def2-TZVPD basis

Summary:
- Orbital gap: 9.37 eV
- Charge: 0
- SMILES string: O=S1#CO1.O=C=O
- Relative energy (zero: lowest compared OMol25 entry of this formula, charge and spin): 42.3 kcal/mol
- Calculated total energy: -775.2516 Eh

Element x y z (Å)
O  1.5883  2.3551  -1.5595
S  0.2558  1.7904  -1.5211
C  0.1783  0.8709  0.0383
O  0.3586  0.1201  -1.0081
O  -1.4531  -0.8737  0.9054
C  -0.7414  -1.6747  1.3420
O  -0.1864  -2.5881  1.8030

Mulliken charges in e: atom 1 (O): -0.463, atom 2 (S): 0.483, atom 3 (C): 0.043, atom 4 (O): -0.111, atom 5 (O): -0.355, atom 6 (C): 0.761, atom 7 (O): -0.357

---

No. 3
Formula: C2O4Tl
Source: the Open Molecules 2025 dataset
Level of theory: the ωB97M-V functional and the def2-TZVPD basis

Summary:
- Orbital gap (alpha / beta): 6.83 / 7.00 eV
- Charge: +1
- Calculated total energy: -549.0180 Eh

Element x y z (Å)
O  -2.5580  0.3132  -0.4183
C  -2.2203  0.2303  0.6727
O  -0.3869  0.0191  0.6515
O  1.6919  0.7728  -0.4952
C  1.5288  -0.0127  0.5587
O  1.8148  -1.2266  0.2956
Tl  0.1297  -0.0962  -1.2649

Mulliken charges in e: atom 1 (O): -0.167, atom 2 (C): 0.444, atom 3 (O): -0.393, atom 4 (O): -0.354, atom 5 (C): 0.737, atom 6 (O): -0.288, atom 7 (Tl): 1.021

---

No. 4
Formula: C30H16Cl3CrN5O14S
Source: the Open Molecules 2025 dataset
Level of theory: the ωB97M-V functional and the def2-TZVPD basis

Summary:
- Orbital gap: 6.14 eV
- 2S+1: 4
- Charge: -1
- Relative energy (zero: lowest compared OMol25 entry of this formula, charge and spin): 2.5 kcal/mol
- Expectation value of S²: 3.77
- Calculated total energy: -5303.2858 Eh

Element x y z (Å)
Cr  0.8077  -0.4264  0.2035
Cl  7.3391  -0.7829  3.1041
C  5.6429  -0.6114  2.7521
C  5.2134  -0.6544  1.4399
C  3.8635  -0.5098  1.2063
Cl  3.2216  -0.5666  -0.4208
C  2.8963  -0.3333  2.2003
O  1.6260  -0.2030  1.9185
C  3.3916  -0.2954  3.5118
Cl  2.2654  -0.0709  4.8031
C  4.7396  -0.4329  3.7859
H  5.9130  -0.7994  0.6280
H  5.0791  -0.4010  4.8117
O  -1.6031  9.8014  0.5726
S  -1.0253  8.6811  1.2819
O  -1.9776  7.7044  1.7665
O  0.0399  9.0165  2.2156
C  -0.0511  7.7802  0.0303
N  0.6607  8.4962  -0.8536
C  1.4655  7.8164  -1.6523
C  1.5903  6.4358  -1.6046
C  0.7980  5.7882  -0.6769
N  -0.0202  6.4492  0.1315
C  0.8133  4.3096  -0.5007
C  0.3440  3.7537  0.6861
C  0.3770  2.3868  0.8480
N  0.8309  1.5604  -0.1120
C  1.2533  2.0899  -1.2652
C  1.2683  3.4470  -1.4914
H  2.0437  8.3979  -2.3648
H  2.2900  5.9120  -2.2424
H  -0.0450  4.4082  1.4556
H  0.0358  1.9124  1.7579
H  1.5642  1.3904  -2.0319
H  1.6110  3.8164  -2.4479
O  -0.6188  -0.4739  -1.3396
C  -1.4988  -0.4583  -0.4326
O  -1.0867  -0.3652  0.7805
C  -2.9399  -0.5236  -0.7308
C  -3.3648  -0.4089  -2.0442
C  -4.7239  -0.4172  -2.3628
C  -5.5996  -0.5463  -1.3154
O  -6.9591  -0.5880  -1.3657
C  -7.4100  -0.6689  -0.0085
O  -6.2575  -0.7971  0.8231
C  -5.1738  -0.6689  -0.0030
C  -3.8503  -0.6590  0.3321
H  -2.6202  -0.3038  -2.8218
H  -5.0753  -0.3257  -3.3815
H  -8.0448  -1.5447  0.1091
H  -7.9504  0.2416  0.2492
H  -3.5039  -0.7459  1.3530
O  1.5582  -2.5171  -1.7231
C  1.0547  -3.0232  -0.7302
O  0.7169  -2.4074  0.3579
C  0.8501  -4.5165  -0.6822
C  1.6324  -5.3353  -1.4799
C  1.4596  -6.7044  -1.4034
C  0.5222  -7.2875  -0.5785
C  -0.2572  -6.4425  0.1820
C  -0.1047  -5.0692  0.1602
N  -1.2860  -7.0416  1.0591
O  -2.0856  -6.2921  1.5752
O  -1.2702  -8.2481  1.1980
N  2.3075  -7.5866  -2.2354
O  2.1546  -8.7852  -2.1191
O  3.1146  -7.0582  -2.9696
H  2.3583  -4.9052  -2.1554
H  0.4009  -8.3583  -0.5324
H  -0.7116  -4.4343  0.7892

Mulliken charges in e: atom 1 (Cr): 0.468, atom 2 (Cl): -0.234, atom 3 (C): 0.447, atom 4 (C): -0.993, atom 5 (C): 1.059, atom 6 (Cl): -0.223, atom 7 (C): -0.535, atom 8 (O): -0.394, atom 9 (C): 0.404, atom 10 (Cl): -0.210, atom 11 (C): -0.765, atom 12 (H): 0.455, atom 13 (H): 0.434, atom 14 (O): -0.676, atom 15 (S): 1.172, atom 16 (O): -0.667, atom 17 (O): -0.681, atom 18 (C): 0.114, atom 19 (N): -0.482, atom 20 (C): -0.286, atom 21 (C): -0.731, atom 22 (C): 0.310, atom 23 (N): -0.376, atom 24 (C): 1.336, atom 25 (C): -0.832, atom 26 (C): -0.468, atom 27 (N): 0.419, atom 28 (C): -0.475, atom 29 (C): -1.026, atom 30 (H): 0.412, atom 31 (H): 0.325, atom 32 (H): 0.594, atom 33 (H): 0.587, atom 34 (H): 0.554, atom 35 (H): 0.327, atom 36 (O): -0.652, atom 37 (C): 1.721, atom 38 (O): -0.700, atom 39 (C): -0.236, atom 40 (C): -0.556, atom 41 (C): -1.061, atom 42 (C): 0.993, atom 43 (O): -0.497, atom 44 (C): -0.233, atom 45 (O): -0.502, atom 46 (C): 0.811, atom 47 (C): -0.908, atom 48 (H): 0.501, atom 49 (H): 0.429, atom 50 (H): 0.244, atom 51 (H): 0.260, atom 52 (H): 0.513, atom 53 (O): -0.680, atom 54 (C): 0.492, atom 55 (O): -0.515, atom 56 (C): 0.227, atom 57 (C): -0.485, atom 58 (C): -0.168, atom 59 (C): -0.318, atom 60 (C): -0.166, atom 61 (C): -0.453, atom 62 (N): 1.035, atom 63 (O): -0.602, atom 64 (O): -0.610, atom 65 (N): 1.058, atom 66 (O): -0.623, atom 67 (O): -0.617, atom 68 (H): 0.625, atom 69 (H): 0.606, atom 70 (H): 0.708

---

No. 5
Formula: C30H16Cl3IIrN4O10
Source: the Open Molecules 2025 dataset
Level of theory: the ωB97M-V functional and the def2-TZVPD basis

Summary:
- Orbital gap (alpha / beta): 7.26 / 4.00 eV
- 2S+1: 6
- Charge: 0
- Relative energy (zero: lowest compared OMol25 entry of this formula, charge and spin): 12.5 kcal/mol
- Expectation value of S²: 8.80
- Calculated total energy: -3906.6092 Eh

Element x y z (Å)
Ir  -0.4170  -0.3604  1.9634
Cl  -7.1853  1.6490  2.1157
C  -5.7099  0.7478  1.9480
C  -5.7587  -0.6032  1.7509
C  -4.5817  -1.3615  1.6113
I  -4.6985  -3.4148  1.3126
C  -3.3296  -0.7749  1.6733
O  -2.2035  -1.4208  1.5367
C  -3.3009  0.6428  1.8708
N  -2.0625  1.1955  1.9059
C  -1.9204  2.4882  2.0879
C  -3.0280  3.3351  2.2493
C  -4.2892  2.8049  2.2135
C  -4.4652  1.4192  2.0147
H  -6.7181  -1.0993  1.7033
H  -0.9046  2.8626  2.1026
H  -2.8698  4.3925  2.4059
H  -5.1589  3.4351  2.3409
O  0.8434  -0.5972  5.9795
C  0.9364  -0.6149  4.7725
O  -0.1136  -0.5712  3.9806
C  2.2991  -0.6282  4.1124
C  3.3818  -0.4357  4.9451
C  4.6635  -0.3259  4.4260
C  4.8899  -0.3582  3.0655
C  3.8206  -0.5894  2.2279
C  2.4932  -0.7919  2.7093
O  1.5421  -1.0928  1.8957
N  4.0923  -0.5368  0.7915
O  5.0142  0.1783  0.4250
O  3.3799  -1.1607  0.0230
N  5.7972  -0.1286  5.3268
O  6.9078  -0.0510  4.8304
O  5.5681  -0.0519  6.5186
H  3.2113  -0.3539  6.0088
H  5.8794  -0.2067  2.6633
Cl  1.8416  -1.1868  -5.4718
C  0.5145  -2.1371  -4.8992
C  0.1675  -3.2790  -5.5970
C  -0.8412  -4.0988  -5.1141
C  -1.4947  -3.7952  -3.9317
C  -1.1475  -2.6518  -3.2336
Cl  -1.9361  -2.2767  -1.7532
C  -0.1541  -1.7926  -3.7178
N  0.2012  -0.6642  -2.9615
C  0.2424  0.5953  -3.4176
C  -0.3706  0.9441  -4.6533
C  -0.3756  2.2437  -5.0729
C  0.2411  3.2286  -4.2901
C  0.8627  2.8987  -3.0893
C  0.8869  1.6016  -2.6200
C  1.6570  1.2642  -1.3744
C  0.7824  0.8127  -0.2119
O  0.7790  1.4462  0.8589
O  0.0895  -0.2389  -0.3744
H  0.7046  -3.5284  -6.5007
H  -1.1082  -4.9934  -5.6596
H  -2.2716  -4.4355  -3.5394
H  0.2802  -0.7594  -1.9020
H  -0.8724  0.1734  -5.2223
H  -0.8669  2.5127  -5.9974
H  0.2381  4.2577  -4.6233
H  1.3561  3.6696  -2.5124
H  2.2369  2.1257  -1.0538
H  2.3526  0.4426  -1.5727

Mulliken charges in e: atom 1 (Ir): 2.380, atom 2 (Cl): -0.265, atom 3 (C): 0.554, atom 4 (C): -0.452, atom 5 (C): -0.214, atom 6 (I): 0.040, atom 7 (C): 0.597, atom 8 (O): -1.003, atom 9 (C): 0.415, atom 10 (N): -0.497, atom 11 (C): -0.229, atom 12 (C): -0.911, atom 13 (C): -0.646, atom 14 (C): -0.233, atom 15 (H): 0.410, atom 16 (H): 0.620, atom 17 (H): 0.413, atom 18 (H): 0.438, atom 19 (O): -0.680, atom 20 (C): 0.452, atom 21 (O): -0.666, atom 22 (C): 0.035, atom 23 (C): -0.579, atom 24 (C): -0.391, atom 25 (C): -0.437, atom 26 (C): -0.069, atom 27 (C): 1.021, atom 28 (O): -0.904, atom 29 (N): 1.046, atom 30 (O): -0.628, atom 31 (O): -0.602, atom 32 (N): 1.040, atom 33 (O): -0.640, atom 34 (O): -0.624, atom 35 (H): 0.622, atom 36 (H): 0.615, atom 37 (Cl): -0.156, atom 38 (C): 0.903, atom 39 (C): -0.608, atom 40 (C): -0.485, atom 41 (C): -0.640, atom 42 (C): 0.141, atom 43 (Cl): 0.026, atom 44 (C): -0.475, atom 45 (N): 0.739, atom 46 (C): 0.633, atom 47 (C): -0.333, atom 48 (C): -0.749, atom 49 (C): -0.650, atom 50 (C): -0.801, atom 51 (C): 0.640, atom 52 (C): -1.651, atom 53 (C): 1.463, atom 54 (O): -0.721, atom 55 (O): -1.362, atom 56 (H): 0.450, atom 57 (H): 0.387, atom 58 (H): 0.457, atom 59 (H): -0.019, atom 60 (H): 0.548, atom 61 (H): 0.424, atom 62 (H): 0.409, atom 63 (H): 0.464, atom 64 (H): 0.549, atom 65 (H): 0.386

---

no.,M (g/mol)
1,88.1
2,120.1
3,292.4
4,860.9
5,1018.0